1.
C4H14O6 | ωB97M-V/def2-TZVPD

Results
spin multiplicity: 1
energy above the lowest of the compared OMol25 structures with the same formula, charge and spin: 29.2 kcal per mole
frontier orbital gap: 10.1844 eV

Last column: Löwdin charge in e.
CARTESIAN COORDINATES (ANGSTROEM)
O  -0.936  -2.306  -2.483  -0.0550
O  -2.745  -0.437  1.589  -0.0533
O  -0.565  -1.133  3.493  -0.0619
O  0.777  0.519  1.423  0.0073
O  -1.888  2.142  0.368  -0.0609
O  2.574  -1.104  -2.115  0.0390
C  1.767  -0.210  -2.296  -0.2834
C  1.117  1.535  -0.724  -0.1153
C  0.794  0.115  -1.262  -0.1941
C  0.978  1.554  0.840  -0.2034
H  1.559  -0.058  -3.404  0.1465
H  1.304  2.413  1.461  0.1330
H  0.525  -0.539  -0.395  0.1227
H  -1.509  1.268  0.524  -0.0065
H  -1.487  -2.269  -1.694  0.0402
H  0.083  -0.960  2.791  0.0161
H  -0.015  -0.850  4.234  0.0526
H  -2.751  1.993  0.782  0.0421
H  -1.913  -0.501  2.076  -0.0010
H  0.281  2.175  -1.102  0.1184
H  -0.323  -3.052  -2.505  0.0495
H  2.073  1.884  -1.095  0.1101
H  -0.227  0.074  -1.699  0.1139
H  -3.367  -1.075  1.941  0.0433



2.
C4H14O8Sr | ωB97M-V/def2-TZVPD

Results
spin multiplicity: 1
energy above the lowest of the compared OMol25 structures with the same formula, charge and spin: 171.5 kcal per mole
frontier orbital gap: 5.0805 eV

Last column: Löwdin charge in e.
CARTESIAN COORDINATES (ANGSTROEM)
Sr  -0.082  0.627  0.826  1.6497
O  1.758  -2.668  -1.147  -0.0952
O  -0.303  2.144  -2.802  -0.0899
O  -0.643  3.944  1.722  -0.0591
O  3.301  1.720  1.283  -0.0600
O  1.138  -0.233  4.305  -0.0585
O  -2.006  0.859  -2.540  -0.1052
O  0.404  -3.308  0.376  -0.1155
O  -2.882  0.446  3.120  -0.0572
C  1.097  -5.020  -1.049  -0.0346
C  1.067  -3.565  -0.627  -0.8441
C  -1.330  1.636  -3.237  -0.8326
C  -1.654  1.769  -4.738  -0.0320
H  3.803  2.076  2.017  0.0393
H  -1.051  1.146  -5.398  0.0695
H  -0.409  4.815  1.400  0.0513
H  3.964  1.462  0.643  0.0489
H  -3.358  1.224  3.410  0.0388
H  -1.251  4.110  2.443  0.0377
H  0.551  -5.077  -1.990  0.0752
H  -1.541  2.819  -5.006  0.0606
H  1.012  -1.173  4.436  0.0434
H  -2.685  1.495  -4.962  0.0590
H  1.505  0.077  5.133  0.0382
H  0.719  -5.645  -0.240  0.0599
H  2.114  -5.413  -1.030  0.0657
H  -3.237  -0.266  3.652  0.0467



3.
C4H14SSi2 | ωB97M-V/def2-TZVPD

Results
spin multiplicity: 1
energy above the lowest of the compared OMol25 structures with the same formula, charge and spin: 58.1 kcal per mole
frontier orbital gap: 7.9453 eV

Last column: Löwdin charge in e.
CARTESIAN COORDINATES (ANGSTROEM)
S  -2.834  -1.058  0.528  0.4258
Si  0.954  -0.230  0.208  0.4128
Si  -0.995  -0.521  1.456  0.3268
C  -3.160  0.339  -0.556  -0.5288
C  2.484  -0.232  1.395  -0.2310
C  1.131  -1.500  -1.272  -0.2282
C  0.957  1.500  -0.904  -0.2001
H  0.915  -2.491  -0.938  -0.0051
H  -1.580  1.789  1.060  0.0477
H  0.394  -1.396  -2.086  0.0288
H  -2.976  1.182  0.178  -0.0648
H  -4.294  0.275  -0.700  0.0556
H  2.104  0.456  2.118  -0.0076
H  0.080  1.290  -1.588  0.0205
H  0.689  2.375  -0.257  0.0173
H  -2.600  0.543  -1.353  -0.0304
H  1.810  1.439  -1.467  -0.0336
H  2.427  -1.203  1.902  0.0187
H  3.491  0.046  1.052  0.0365
H  -1.187  -1.318  2.761  -0.0966
H  2.192  -1.284  -1.537  0.0356



4.
C4H15N2O | ωB97M-V/def2-TZVPD

Results
spin multiplicity: 2
energy above the lowest of the compared OMol25 structures with the same formula, charge and spin: 72.1 kcal per mole
frontier orbital gap (alpha / beta): 3.7773 / 9.4276 eV

Last column: Löwdin charge in e.
CARTESIAN COORDINATES (ANGSTROEM)
O  -1.319  -2.094  -1.412  -0.1626
N  0.614  -2.157  0.465  0.0526
N  0.215  0.740  -0.345  -0.0733
C  1.380  0.092  0.258  -0.2684
C  1.183  -1.060  1.191  -0.2806
C  -1.594  2.482  -0.104  -0.0788
C  -0.067  2.143  0.187  -0.2115
H  -2.296  1.917  0.451  0.0517
H  -0.348  -2.023  0.135  0.0679
H  2.028  0.803  0.703  0.1015
H  2.091  -1.320  1.661  0.0911
H  0.177  1.883  1.336  0.1355
H  1.099  -2.053  -0.437  0.0397
H  0.826  -3.143  0.771  0.0338
H  -0.417  0.603  -1.045  0.0341
H  -1.979  -1.637  -1.910  0.0120
H  -1.160  -2.914  -1.925  0.0357
H  -1.914  3.528  -0.093  0.0694
H  0.614  2.891  -0.119  0.0738
H  -1.696  2.282  -1.128  0.0359
H  0.491  -0.695  1.936  0.1167
H  2.073  -0.269  -0.580  0.1236



5.
C4H15N2O | ωB97M-V/def2-TZVPD

Results
spin multiplicity: 1
energy above the lowest of the compared OMol25 structures with the same formula, charge and spin: 30.2 kcal per mole
frontier orbital gap: 11.5306 eV
charge: +1

Last column: Löwdin charge in e.
CARTESIAN COORDINATES (ANGSTROEM)
O  0.901  -1.554  2.607  -0.0206
N  0.772  -0.448  -0.043  -0.0063
N  0.001  1.975  -1.358  -0.0020
C  -1.409  0.809  0.307  -0.1695
C  -1.384  1.521  -1.075  -0.2427
C  -0.794  -0.549  0.164  -0.1331
C  1.540  -1.328  -0.953  -0.0121
H  1.655  -2.337  -0.596  0.0945
H  0.467  -2.404  2.676  0.0670
H  -1.764  0.868  -1.874  0.1184
H  -0.068  2.990  -1.397  0.0959
H  -2.470  0.628  0.599  0.1383
H  -1.158  -1.261  -0.593  0.1374
H  2.499  -0.856  -1.160  0.1053
H  -2.167  2.287  -1.161  0.1172
H  0.743  0.441  -0.573  0.0994
H  0.986  -1.365  -1.911  0.1087
H  1.265  -1.371  3.469  0.0686
H  1.045  -0.703  0.921  0.1159
H  -0.936  -1.053  1.119  0.1013
H  -0.954  1.337  1.147  0.1292
H  0.188  1.776  -2.340  0.0890



6.
C4H15N2O | ωB97M-V/def2-TZVPD

Results
spin multiplicity: 1
energy above the lowest of the compared OMol25 structures with the same formula, charge and spin: 62.3 kcal per mole
frontier orbital gap: 10.3513 eV
charge: +1

Last column: Löwdin charge in e.
CARTESIAN COORDINATES (ANGSTROEM)
O  3.613  0.935  0.075  -0.0478
N  -1.290  -0.128  -0.492  -0.1104
N  0.651  1.627  0.206  0.1549
C  -0.459  -2.357  -1.364  -0.0985
C  -1.394  -1.664  -0.302  -0.2262
C  -1.650  0.665  0.542  -0.3057
C  -0.373  1.089  1.331  -0.0644
H  0.716  2.630  0.529  0.1723
H  -1.066  -1.959  0.702  0.0973
H  0.496  -1.746  -1.119  0.0727
H  -2.259  0.265  1.289  0.1052
H  -1.962  0.064  -1.217  0.1171
H  -2.489  -2.052  -0.291  0.1355
H  -0.727  -2.258  -2.420  0.0632
H  0.247  0.112  1.666  0.1710
H  0.426  1.446  -0.818  0.1780
H  1.581  1.261  0.390  0.0805
H  -0.584  1.859  2.062  0.1139
H  4.243  1.535  0.433  0.0329
H  -2.010  1.686  0.113  0.1656
H  -0.046  -3.405  -1.000  0.1109
H  4.336  0.396  -0.314  0.0821



7.
C4H15N2O2 | ωB97M-V/def2-TZVPD

Results
spin multiplicity: 1
energy above the lowest of the compared OMol25 structures with the same formula, charge and spin: 79.7 kcal per mole
frontier orbital gap: 8.1605 eV
charge: +1

Last column: Löwdin charge in e.
CARTESIAN COORDINATES (ANGSTROEM)
O  -0.858  0.648  -1.610  -0.1932
O  -1.902  -1.610  -1.139  -0.0710
N  -1.508  0.272  1.208  0.1271
N  2.095  0.811  -1.679  0.0373
C  -0.531  0.014  2.372  -0.1014
C  0.909  -0.357  1.714  -0.2020
C  1.912  0.721  -0.307  -0.1770
C  1.037  -0.203  0.249  -0.2267
H  2.931  1.298  -2.157  0.1440
H  0.383  -0.951  -0.373  0.1069
H  -0.988  -0.775  2.896  0.0955
H  2.589  1.298  0.407  0.1416
H  0.950  -1.480  1.986  0.1220
H  -1.062  0.681  0.400  0.0708
H  -2.657  -1.945  -1.601  0.0545
H  -1.096  -2.194  -1.080  0.0854
H  -2.321  0.937  1.634  0.2337
H  -0.496  1.050  2.826  0.1371
H  1.943  0.187  2.128  0.1675
H  1.712  0.236  -2.379  0.0606
H  -1.075  1.503  -2.209  0.1426
H  -0.864  -0.121  -2.323  0.1045
H  -1.927  -0.657  0.963  0.1404



8.
C4H15N2O2 | ωB97M-V/def2-TZVPD

Results
spin multiplicity: 1
energy above the lowest of the compared OMol25 structures with the same formula, charge and spin: 51.4 kcal per mole
frontier orbital gap: 10.3805 eV
charge: +1

Last column: Löwdin charge in e.
CARTESIAN COORDINATES (ANGSTROEM)
O  0.314  -2.820  1.131  -0.0715
O  1.566  3.622  2.014  -0.0987
N  0.240  1.158  -0.088  0.1876
N  -2.474  0.571  -0.791  -0.0103
C  -1.287  -0.192  -1.169  -0.2428
C  0.643  -2.627  -0.241  -0.1977
C  -0.291  -0.283  -0.040  -0.2725
C  0.998  -1.079  -0.423  -0.0933
H  -1.494  -1.266  -1.332  0.1255
H  -3.299  0.111  -0.288  0.1238
H  1.751  -0.846  0.240  0.0891
H  -0.697  0.270  -2.016  0.1493
H  1.511  -3.302  -0.494  0.1390
H  1.661  4.568  2.076  0.0276
H  1.122  3.386  2.916  0.0997
H  1.015  1.225  -0.786  0.1713
H  -2.954  1.151  -1.528  0.1030
H  1.233  -0.719  -1.455  0.1326
H  -0.548  -0.596  0.898  0.1200
H  -0.242  -3.001  -0.712  0.1059
H  0.565  1.478  0.853  0.1646
H  1.089  -2.667  1.680  0.0961
H  -0.423  1.858  -0.445  0.1519



9.
C4H15N2ORu | ωB97M-V/def2-TZVPD

Results
spin multiplicity: 5
frontier orbital gap (alpha / beta): 7.6717 / 8.2816 eV
charge: +1

Last column: Löwdin charge in e.
CARTESIAN COORDINATES (ANGSTROEM)
Ru  -0.130  -1.374  -0.845  1.0244
O  -0.880  0.505  -0.793  -0.1892
N  0.030  1.237  1.203  -0.1743
N  -0.519  -2.589  0.777  -0.1173
C  0.972  0.158  1.439  -0.0594
C  -0.066  2.275  2.214  -0.0379
C  0.104  -0.002  -3.522  -0.1038
C  -0.754  1.359  0.085  -0.2219
H  1.097  -0.502  0.577  0.0009
H  -1.278  -2.275  1.397  0.0808
H  0.568  -2.630  -1.460  -0.1115
H  -1.339  2.267  -0.037  0.1645
H  0.993  0.284  -2.930  0.0134
H  0.205  3.260  1.777  0.1113
H  0.615  2.074  3.070  0.1090
H  0.442  -0.362  -4.504  0.0308
H  -0.760  -3.541  0.463  0.0678
H  0.669  -0.423  2.335  0.1101
H  -1.104  2.320  2.608  0.1085
H  -0.686  0.801  -3.849  0.0754
H  -0.489  -0.754  -2.983  -0.0734
H  0.327  -2.677  1.359  0.0669
H  1.981  0.588  1.619  0.1249



10.
C4H15N2OS | ωB97M-V/def2-TZVPD

Results
spin multiplicity: 1
energy above the lowest of the compared OMol25 structures with the same formula, charge and spin: 46.9 kcal per mole
frontier orbital gap: 9.2124 eV
charge: +1

Last column: Löwdin charge in e.
CARTESIAN COORDINATES (ANGSTROEM)
S  0.446  2.027  -2.580  0.7198
O  0.525  -4.407  1.678  -0.0441
N  0.034  0.646  0.152  -0.1489
N  0.404  -1.230  1.921  0.1341
C  -0.354  -0.041  2.494  -0.1482
C  -1.142  0.679  -0.775  -0.2775
C  -0.581  0.512  -2.246  -0.4945
C  -0.196  1.098  1.534  -0.2259
H  1.021  -5.127  2.192  0.1107
H  -1.365  -0.310  2.685  0.1152
H  0.136  0.242  3.453  0.1396
H  0.095  -0.419  -2.173  0.0983
H  1.027  1.751  -3.735  -0.1533
H  0.437  -0.941  0.922  0.1044
H  0.773  -4.680  0.848  -0.0092
H  0.759  1.698  1.803  0.1477
H  0.123  -2.305  2.247  0.2237
H  0.835  1.197  -0.379  0.1000
H  -1.891  1.367  -0.590  0.0882
H  1.403  -1.057  1.977  0.1503
H  -1.595  -0.303  -0.708  0.1023
H  -1.019  1.937  1.670  0.1678
H  -1.506  0.373  -2.893  0.0996



11.
C4H15N2OS | ωB97M-V/def2-TZVPD

Results
spin multiplicity: 1
energy above the lowest of the compared OMol25 structures with the same formula, charge and spin: 40.7 kcal per mole
frontier orbital gap: 8.6976 eV
charge: +1

Last column: Löwdin charge in e.
CARTESIAN COORDINATES (ANGSTROEM)
S  -0.941  -2.491  -1.356  0.6703
O  -2.330  -0.255  2.727  -0.0549
N  1.618  1.733  -1.542  0.1966
N  0.167  0.573  0.457  -0.1008
C  2.382  0.983  -0.480  -0.1199
C  -1.207  -1.446  0.140  -0.5721
C  -1.163  0.077  -0.015  -0.2479
C  1.389  -0.028  0.034  -0.2703
H  -1.091  0.400  -1.065  0.0903
H  -2.065  0.539  0.632  0.1496
H  1.879  -0.595  0.891  0.1555
H  -2.244  -1.664  0.441  0.0553
H  1.344  -0.890  -0.621  0.0940
H  -0.592  -1.929  0.910  0.0774
H  0.107  0.724  1.448  0.1120
H  0.791  2.102  -1.056  0.1527
H  -1.850  -2.126  -2.347  -0.1154
H  -3.286  -0.132  2.581  0.0697
H  2.103  2.425  -2.063  0.1560
H  3.222  0.437  -0.914  0.1342
H  -2.172  -1.143  3.035  0.0448
H  1.158  1.093  -2.195  0.1703
H  2.782  1.613  0.356  0.1528



Look up the spin multiplicity of the tenth one. 1